# C5H12O2

A cluster of 3 separate species, C5H12O2 in total (ωB97M-V with the def2-TZVPD basis set, the OMol25 dataset).

```
19
Properties=species:S:1:pos:R:3:forces:R:3
C 0.1193 1.6298 -0.9131 -0.2 -0.1 0.0
C -0.8834 0.8620 -0.4915 0.1 0.2 -0.1
C -1.3414 -0.4070 -1.1530 0.0 0.0 -0.1
C -1.6603 -1.5491 -0.1857 0.0 0.0 0.1
H 0.3411 2.5882 -0.4494 -0.1 -0.2 -0.1
H 0.7501 1.3409 -1.7516 -0.1 0.0 0.1
H -1.4761 1.1876 0.3672 0.1 0.0 -0.1
H -2.2485 -0.1591 -1.7222 0.1 -0.1 0.1
H -0.5931 -0.7243 -1.8908 -0.1 0.1 0.1
H -2.1454 -2.3738 -0.7192 0.1 0.1 0.1
H -0.7537 -1.9208 0.3016 -0.2 0.1 -0.1
H -2.3498 -1.2154 0.5993 0.1 0.0 -0.1
C 1.7109 1.3268 1.5200 0.4 -0.1 0.0
O 2.7512 0.7834 1.2253 -0.4 0.3 0.2
H 0.8174 0.7565 1.8223 0.1 0.0 0.0
H 1.6130 2.4274 1.5018 0.1 -0.1 0.0
O 1.5341 -1.7289 0.8800 0.1 0.0 -0.1
H 1.6721 -1.8115 -0.0712 0.0 0.0 0.1
H 2.1426 -1.0127 1.1302 0.0 -0.1 -0.1
```
Forces are in eV/Å.

Calculated values
LUMO energy, eV: 0.651
Frontier orbital gap, eV: 10.48
Net charge: 0
2S+1: 1